{"formula": "C30H75ClGaO7", "method": "wB97M-V/def2-TZVPD", "elements": ["C", "C", "Ga", "Cl", "H", "H", "H", "H", "H", "C", "C", "O", "C", "C", "H", "H", "H", "H", "H", "H", "H", "H", "H", "H", "C", "C", "O", "C", "C", "H", "H", "H", "H", "H", "H", "H", "H", "H", "H", "C", "C", "O", "C", "C", "H", "H", "H", "H", "H", "H", "H", "H", "H", "H", "C", "C", "O", "C", "C", "H", "H", "H", "H", "H", "H", "H", "H", "H", "H", "C", "C", "O", "C", "C", "H", "H", "H", "H", "H", "H", "H", "H", "H", "H", "C", "C", "O", "C", "C", "H", "H", "H", "H", "H", "H", "H", "H", "H", "H", "C", "C", "O", "C", "C", "H", "H", "H", "H", "H", "H", "H", "H", "H", "H"], "xyz": [[4.809, -0.276, 1.644], [3.774, 0.159, 0.898], [1.936, -0.340, 1.522], [0.618, -0.962, -0.286], [4.992, -1.333, 1.794], [5.422, 0.484, 2.133], [3.889, 0.815, 0.037], [1.325, 0.950, 2.229], [2.002, -1.559, 2.552], [1.100, -7.088, 3.730], [0.962, -5.575, 3.636], [1.876, -4.960, 2.761], [1.812, -5.365, 1.405], [0.462, -5.161, 0.742], [2.111, -7.361, 4.033], [0.397, -7.481, 4.466], [0.890, -7.576, 2.777], [1.168, -5.128, 4.611], [-0.069, -5.305, 3.376], [2.123, -6.416, 1.312], [2.567, -4.764, 0.900], [-0.317, -5.758, 1.222], [0.511, -5.462, -0.305], [0.158, -4.114, 0.779], [7.768, -0.196, -3.512], [6.541, 0.228, -2.720], [6.737, 1.398, -1.946], [7.087, 2.565, -2.655], [6.057, 3.005, -3.684], [8.613, -0.362, -2.842], [7.560, -1.122, -4.048], [8.065, 0.553, -4.248], [6.273, -0.549, -2.006], [5.677, 0.352, -3.383], [8.073, 2.455, -3.128], [7.189, 3.333, -1.889], [5.931, 2.270, -4.479], [6.371, 3.943, -4.145], [5.088, 3.157, -3.208], [-3.831, -4.871, -2.900], [-3.697, -4.303, -1.495], [-2.413, -3.819, -1.184], [-1.928, -2.760, -2.001], [-2.792, -1.514, -1.976], [-3.108, -5.673, -3.058], [-4.836, -5.274, -3.046], [-3.663, -4.111, -3.664], [-3.885, -5.092, -0.765], [-4.458, -3.529, -1.330], [-1.785, -3.113, -3.031], [-0.948, -2.502, -1.605], [-3.795, -1.690, -2.374], [-2.325, -0.735, -2.579], [-2.893, -1.144, -0.956], [-1.349, 0.579, 7.948], [-1.137, 1.075, 6.525], [0.178, 0.923, 6.045], [0.673, -0.407, 5.995], [-0.140, -1.356, 5.135], [-0.667, 1.085, 8.633], [-2.374, 0.781, 8.263], [-1.180, -0.494, 8.035], [-1.329, 2.148, 6.479], [-1.855, 0.595, 5.848], [0.775, -0.808, 7.013], [1.677, -0.317, 5.583], [-1.157, -1.483, 5.515], [0.338, -2.335, 5.115], [-0.197, -0.989, 4.111], [-6.342, 4.046, -2.625], [-5.589, 2.988, -1.835], [-5.300, 1.815, -2.571], [-4.497, 1.992, -3.724], [-3.120, 2.571, -3.450], [-7.275, 3.641, -3.021], [-6.576, 4.893, -1.978], [-5.761, 4.423, -3.467], [-6.200, 2.646, -0.999], [-4.674, 3.410, -1.405], [-5.034, 2.597, -4.467], [-4.386, 0.994, -4.149], [-3.172, 3.577, -3.032], [-2.551, 2.626, -4.379], [-2.573, 1.943, -2.746], [8.893, 2.669, 5.170], [7.622, 3.371, 4.719], [6.542, 2.504, 4.452], [6.097, 1.707, 5.538], [5.599, 2.521, 6.720], [9.206, 1.936, 4.425], [9.694, 3.399, 5.300], [8.761, 2.150, 6.120], [7.804, 3.884, 3.774], [7.335, 4.140, 5.448], [6.882, 1.007, 5.846], [5.289, 1.105, 5.125], [6.385, 3.138, 7.157], [5.227, 1.854, 7.499], [4.786, 3.179, 6.410], [-9.904, 3.572, -7.255], [-8.392, 3.705, -7.342], [-7.699, 3.181, -6.227], [-7.882, 1.800, -5.970], [-7.445, 0.892, -7.107], [-10.278, 4.055, -6.352], [-10.367, 4.046, -8.121], [-10.223, 2.530, -7.237], [-8.117, 4.760, -7.369], [-8.024, 3.257, -8.273], [-8.922, 1.593, -5.692], [-7.273, 1.595, -5.089], [-8.034, 1.048, -8.011], [-7.562, -0.151, -6.811], [-6.397, 1.067, -7.352]], "lowdin_charge": [-0.173, -0.350, -0.004, -0.070, 0.023, 0.025, 0.009, -0.103, -0.096, -0.088, -0.297, -0.165, -0.276, -0.076, 0.076, 0.070, 0.062, 0.113, 0.109, 0.102, 0.121, 0.063, 0.077, 0.073, -0.085, -0.275, -0.156, -0.292, -0.082, 0.078, 0.073, 0.060, 0.121, 0.109, 0.103, 0.117, 0.063, 0.071, 0.083, -0.087, -0.297, -0.163, -0.291, -0.086, 0.077, 0.070, 0.062, 0.115, 0.106, 0.107, 0.027, 0.061, 0.069, 0.084, -0.088, -0.294, -0.159, -0.275, -0.082, 0.076, 0.070, 0.062, 0.115, 0.108, 0.102, 0.116, 0.063, 0.070, 0.063, -0.078, -0.280, -0.163, -0.290, -0.071, 0.074, 0.074, 0.067, 0.117, 0.110, 0.097, 0.115, 0.067, 0.078, 0.080, -0.084, -0.291, -0.157, -0.273, -0.081, 0.080, 0.071, 0.063, 0.118, 0.104, 0.106, 0.120, 0.061, 0.074, 0.083, -0.081, -0.286, -0.166, -0.278, -0.076, 0.080, 0.074, 0.065, 0.117, 0.107, 0.109, 0.108, 0.064, 0.078, 0.082], "homo_energy_ev": -3.57, "spin_multiplicity": 1, "charge": -1, "lumo_energy_ev": 2.10}

{"formula": "C30H75MnN6O3", "method": "wB97M-V/def2-TZVPD", "elements": ["Mn", "N", "O", "O", "O", "C", "C", "N", "C", "C", "C", "C", "H", "H", "H", "H", "H", "H", "H", "H", "H", "H", "H", "H", "H", "H", "H", "C", "C", "N", "C", "C", "C", "C", "H", "H", "H", "H", "H", "H", "H", "H", "H", "H", "H", "H", "H", "H", "H", "C", "C", "N", "C", "C", "C", "C", "H", "H", "H", "H", "H", "H", "H", "H", "H", "H", "H", "H", "H", "H", "H", "C", "C", "N", "C", "C", "C", "C", "H", "H", "H", "H", "H", "H", "H", "H", "H", "H", "H", "H", "H", "H", "H", "C", "C", "N", "C", "C", "C", "C", "H", "H", "H", "H", "H", "H", "H", "H", "H", "H", "H", "H", "H", "H", "H"], "xyz": [[-1.826, 3.066, -0.416], [-1.479, 0.590, -0.710], [-1.184, -0.532, -0.700], [-1.523, 1.365, -1.704], [-1.940, 1.205, 0.353], [1.095, 5.410, -1.755], [2.046, 4.872, -0.634], [1.770, 3.511, -0.204], [0.623, 3.329, 0.678], [0.730, 3.872, 2.086], [1.724, 2.557, -1.294], [2.893, 2.650, -2.318], [0.103, 5.624, -1.366], [0.980, 4.697, -2.614], [1.496, 6.311, -2.152], [3.058, 4.914, -1.038], [1.982, 5.540, 0.207], [-0.191, 3.953, 0.275], [0.281, 2.309, 0.694], [1.510, 3.376, 2.675], [0.976, 4.895, 2.177], [-0.290, 3.790, 2.512], [0.767, 2.750, -1.790], [1.655, 1.549, -0.850], [3.865, 2.522, -1.862], [2.836, 3.615, -2.859], [2.831, 1.898, -3.127], [2.174, -3.264, 5.569], [2.276, -2.146, 4.504], [1.479, -2.428, 3.315], [1.196, -1.233, 2.531], [-0.013, -0.521, 3.154], [2.241, -3.347, 2.492], [1.301, -4.110, 1.534], [1.087, -3.464, 5.773], [2.661, -2.817, 6.436], [2.730, -4.191, 5.345], [1.761, -1.234, 4.860], [3.373, -1.894, 4.270], [2.046, -0.555, 2.376], [0.914, -1.601, 1.507], [-0.285, 0.357, 2.547], [-0.903, -1.154, 3.222], [0.206, -0.183, 4.194], [2.773, -4.091, 3.144], [3.049, -2.766, 1.978], [0.682, -3.407, 1.030], [0.669, -4.664, 2.205], [1.849, -4.759, 0.802], [1.592, -1.961, -1.792], [2.668, -2.643, -2.693], [4.088, -2.407, -2.340], [4.393, -3.060, -1.055], [5.898, -3.023, -0.704], [4.485, -1.029, -2.490], [4.565, -0.648, -3.950], [1.402, -0.952, -2.089], [1.776, -1.998, -0.740], [0.699, -2.521, -1.999], [2.470, -3.720, -2.730], [2.545, -2.326, -3.721], [3.856, -2.639, -0.168], [3.978, -4.046, -1.036], [6.031, -3.608, 0.211], [6.629, -3.495, -1.392], [6.218, -1.987, -0.578], [5.496, -0.903, -2.087], [3.750, -0.401, -1.962], [5.137, 0.251, -4.129], [3.602, -0.361, -4.360], [4.963, -1.455, -4.494], [-3.165, 7.020, 1.192], [-2.315, 5.894, 0.647], [-2.966, 4.827, -0.159], [-4.020, 4.129, 0.613], [-4.505, 2.796, 0.164], [-3.563, 5.314, -1.464], [-3.069, 4.463, -2.685], [-3.822, 7.434, 0.410], [-2.528, 7.786, 1.620], [-3.832, 6.629, 1.987], [-1.516, 6.331, 0.034], [-1.854, 5.362, 1.548], [-3.618, 3.997, 1.614], [-4.858, 4.856, 0.749], [-3.747, 2.038, 0.214], [-5.226, 2.407, 0.837], [-5.050, 2.928, -0.767], [-3.218, 6.346, -1.591], [-4.649, 5.236, -1.397], [-3.282, 4.970, -3.627], [-3.495, 3.477, -2.631], [-2.013, 4.287, -2.559], [-4.575, -4.438, 1.730], [-3.415, -3.876, 1.000], [-3.069, -4.645, -0.180], [-2.116, -5.752, 0.064], [-1.895, -6.579, -1.219], [-2.622, -3.666, -1.208], [-3.766, -2.838, -1.771], [-4.309, -5.400, 2.224], [-5.468, -4.539, 1.142], [-4.830, -3.782, 2.594], [-3.523, -2.863, 0.695], [-2.460, -3.833, 1.700], [-1.185, -5.469, 0.548], [-2.657, -6.453, 0.758], [-2.898, -6.726, -1.671], [-1.292, -6.169, -2.031], [-1.521, -7.596, -1.086], [-2.288, -4.271, -2.068], [-1.741, -3.064, -0.805], [-4.444, -2.305, -1.081], [-4.440, -3.451, -2.352], [-3.473, -2.046, -2.483]], "lowdin_charge": [1.008, -0.504, 0.180, -0.052, -0.158, -0.062, -0.198, -0.169, -0.279, -0.045, -0.242, -0.052, 0.032, 0.079, 0.069, 0.115, 0.107, 0.051, 0.092, 0.100, 0.059, 0.085, 0.083, 0.121, 0.081, 0.070, 0.076, -0.084, -0.272, -0.210, -0.266, -0.080, -0.272, -0.079, 0.092, 0.063, 0.066, 0.096, 0.139, 0.117, 0.095, 0.043, 0.076, 0.072, 0.119, 0.106, 0.023, 0.066, 0.091, -0.070, -0.207, -0.188, -0.246, -0.085, -0.264, -0.088, 0.043, 0.037, 0.059, 0.113, 0.099, 0.092, 0.099, 0.068, 0.083, 0.055, 0.107, 0.100, 0.069, 0.060, 0.068, -0.066, -0.251, -0.280, -0.269, -0.060, -0.168, -0.042, 0.088, 0.089, 0.089, 0.110, 0.127, 0.128, 0.144, 0.042, 0.098, 0.099, 0.123, 0.122, 0.100, 0.063, 0.045, -0.097, -0.309, -0.192, -0.229, -0.101, -0.251, -0.100, 0.081, 0.068, 0.081, 0.074, 0.148, 0.088, 0.125, 0.086, 0.056, 0.067, 0.100, 0.112, 0.068, 0.069, 0.071], "homo_energy_ev": [-9.76, -9.76], "spin_multiplicity": 6, "charge": 1, "lumo_energy_ev": [-2.55, -3.47], "s_squared": 8.7554}

Which formula does entry 1 have?
C30H75ClGaO7